(1)
ORCA calculation (the ωB97M-V functional and the def2-TZVPD basis) on a structure of composition C4H5N2.

The geometry in XYZ format:
```
11
Properties=species:S:1:pos:R:3:nbo_charge:R:1
C -0.75 -0.83 0.35 0.644
C -2.10 -0.58 0.30 -0.367
C -1.96 0.67 -0.20 0.002
C 1.67 -0.13 0.13 -0.356
N -0.64 0.94 -0.51 -0.073
N 0.20 0.00 -0.07 -0.187
H -2.88 -1.24 0.57 0.302
H -2.80 1.36 -0.64 0.295
H 1.69 -1.07 0.73 0.242
H 1.85 0.77 0.65 0.251
H 2.09 -0.19 -0.81 0.247
```

Summary:
- energy above the lowest of the compared OMol25 structures with the same formula, charge and spin (kcal per mole) = 111.3
- F_max (eV Å⁻¹) = 3.6
- HOMO (spin up / spin down) (hartree) = -0.5857 / -0.5856
- total charge = +1

***

(2)
ORCA calculation (the ωB97M-V functional and the def2-TZVPD basis) on the ion C4H5N2O with charge +1.

The geometry in XYZ format:
```
12
Properties=species:S:1:pos:R:3:nbo_charge:R:1
C 0.32 -1.07 0.05 -0.397
C -1.11 -1.65 -0.03 0.145
C 0.60 0.19 -0.17 0.294
C 1.46 1.32 0.09 -0.749
N -1.99 -0.72 -0.10 -0.073
N -2.05 0.42 -0.38 0.469
O -2.37 1.55 -0.17 -0.096
H 1.05 -1.87 0.21 0.273
H -1.34 -2.71 0.02 0.277
H 2.24 0.75 0.74 0.285
H 1.22 2.23 0.58 0.290
H 1.98 1.57 -0.85 0.283
```

Summary:
- energy above the lowest of the compared OMol25 structures with the same formula, charge and spin (kcal per mole) = 92.6
- F_max (eV Å⁻¹) = 3.9
- HOMO (spin up / spin down) (hartree) = -0.4983 / -0.5700
- 2S+1 = 3
- total charge = +1

***

(3)
ORCA calculation (the ωB97M-V functional and the def2-TZVPD basis) on a structure of composition C4H5N2O2S.

The geometry in XYZ format:
```
14
Properties=species:S:1:pos:R:3:nbo_charge:R:1
C 0.43 -1.38 1.08 -0.192
C 0.80 -0.31 0.48 -0.300
C -0.93 0.17 -0.39 0.240
C -1.19 1.17 -1.41 -0.706
N -1.62 -0.75 0.16 -0.303
N -1.01 -1.61 0.92 -0.423
O 2.17 1.80 -0.29 -1.057
O 3.27 0.15 1.13 -1.059
S 2.44 0.37 -0.11 1.503
H 0.96 -2.28 1.49 0.220
H -0.31 1.84 -1.48 0.274
H -1.44 0.65 -2.23 0.219
H -1.90 2.00 -1.12 0.214
H -1.65 -1.81 1.77 0.369
```

Summary:
- energy above the lowest of the compared OMol25 structures with the same formula, charge and spin (kcal per mole) = 109.5
- F_max (eV Å⁻¹) = 6.6
- HOMO (hartree) = -0.1238
- total charge = -1

***

(4)
ORCA calculation (the ωB97M-V functional and the def2-TZVPD basis) on the ion C4H5N2O3 with charge +1.

The geometry in XYZ format:
```
14
Properties=species:S:1:pos:R:3:nbo_charge:R:1
C -1.93 -0.08 -0.68 -0.385
C -1.81 1.14 -0.43 0.719
C 3.04 0.02 0.19 0.499
C -0.93 -1.23 -0.19 -0.036
N 1.78 0.57 0.47 -0.138
N 0.67 0.25 0.39 0.121
O 3.95 0.35 -0.47 -0.430
O 0.34 -0.86 -0.42 -0.385
O -1.44 2.19 0.05 -0.494
H -2.84 -0.52 -1.32 0.356
H 3.04 -0.68 1.14 0.134
H -1.04 -1.37 0.92 0.219
H -1.18 -2.20 -0.60 0.257
H -1.66 2.43 0.95 0.563
```

Summary:
- energy above the lowest of the compared OMol25 structures with the same formula, charge and spin (kcal per mole) = 170.5
- F_max (eV Å⁻¹) = 5.5
- HOMO (hartree) = -0.5045
- total charge = +1

***

(5)
ORCA calculation (the ωB97M-V functional and the def2-TZVPD basis) on the ion C4H5N2S with charge +1.

The geometry in XYZ format:
```
12
Properties=species:S:1:pos:R:3:nbo_charge:R:1
C -0.71 1.27 0.04 -0.008
C -2.05 1.09 0.06 -0.328
C -0.73 -1.07 -0.19 -0.162
C 2.28 -0.75 0.03 -0.027
N 1.48 0.09 -0.41 -0.199
N 0.00 0.04 -0.15 -0.180
S -2.30 -0.68 -0.01 0.619
H -0.28 2.27 -0.08 0.283
H -2.76 1.78 0.18 0.263
H -0.39 -2.12 -0.05 0.299
H 3.22 -0.39 -0.24 0.233
H 2.25 -1.53 0.80 0.208
```

Summary:
- energy above the lowest of the compared OMol25 structures with the same formula, charge and spin (kcal per mole) = 11.7
- F_max (eV Å⁻¹) = 6.1
- HOMO (hartree) = -0.5526
- total charge = +1

***

(6)
ORCA calculation (the ωB97M-V functional and the def2-TZVPD basis) on an isolated molecule of C4H5N3.

The geometry in XYZ format:
```
12
Properties=species:S:1:pos:R:3:nbo_charge:R:1
C 2.13 -0.31 0.01 -0.668
C 0.65 -0.37 -0.01 0.274
C -1.40 -1.02 0.00 0.278
C -0.30 0.78 0.00 0.308
H 2.46 0.28 0.87 0.244
H 2.55 0.21 -0.86 0.246
H 2.53 -1.31 0.07 0.239
H -2.21 -1.75 -0.03 0.198
H -0.76 2.61 0.02 0.354
N -0.03 -1.46 -0.01 -0.461
N -1.61 0.25 0.02 -0.487
N 0.07 1.99 -0.02 -0.524
```

Summary:
- energy above the lowest of the compared OMol25 structures with the same formula, charge and spin (kcal per mole) = 31.3
- F_max (eV Å⁻¹) = 1.2
- HOMO (hartree) = -0.3908
- SMILES = [H]/N=C1\N=CN=C1C

***

(7)
ORCA calculation (the ωB97M-V functional and the def2-TZVPD basis) on an isolated molecule of C4H5N3.

The geometry in XYZ format:
```
12
Properties=species:S:1:pos:R:3:nbo_charge:R:1
N -1.97 0.13 0.01 -0.803
C -0.61 -0.07 -0.12 0.094
C 0.17 1.03 -0.44 0.016
N 1.46 1.09 -0.18 -0.424
C 2.01 -0.01 0.31 0.199
N 1.45 -1.21 0.32 -0.419
C 0.14 -1.24 0.07 -0.004
H -2.31 1.04 -0.23 0.391
H -2.61 -0.58 0.30 0.399
H -0.34 1.90 -0.83 0.180
H 2.98 0.14 0.78 0.179
H -0.35 -2.20 0.00 0.192
```

Summary:
- energy above the lowest of the compared OMol25 structures with the same formula, charge and spin (kcal per mole) = 21.9
- F_max (eV Å⁻¹) = 0.7
- HOMO (hartree) = -0.3121
- SMILES = Nc1cncnc1

***

(8)
ORCA calculation (the ωB97M-V functional and the def2-TZVPD basis) on a structure of composition C4H5N3.

The geometry in XYZ format:
```
12
Properties=species:S:1:pos:R:3:nbo_charge:R:1
N -2.08 0.20 0.05 -0.819
C -0.71 0.08 0.02 0.170
C 0.02 1.22 -0.04 -0.255
N 1.40 1.09 -0.05 -0.369
C 2.22 0.19 -0.04 0.283
N 1.56 -1.63 -0.01 -0.494
C 0.32 -1.63 0.02 0.113
H -2.55 1.11 0.01 0.387
H -2.69 -0.59 0.11 0.388
H -0.32 2.27 -0.08 0.191
H 3.30 0.08 -0.01 0.217
H -0.46 -2.41 0.03 0.187
```

Summary:
- energy above the lowest of the compared OMol25 structures with the same formula, charge and spin (kcal per mole) = 113.6
- F_max (eV Å⁻¹) = 2.7
- HOMO (hartree) = -0.2967

***

(9)
ORCA calculation (the ωB97M-V functional and the def2-TZVPD basis) on an isolated molecule of C4H5N3.

The geometry in XYZ format:
```
12
Properties=species:S:1:pos:R:3:nbo_charge:R:1
C 3.43 -0.13 -0.08 -0.682
C 1.93 -0.42 -0.10 0.136
C -1.27 0.64 0.08 0.021
C -2.63 0.06 -0.02 0.220
H 3.76 0.99 -0.49 0.224
H 3.86 -0.04 0.96 0.256
H 3.92 -0.93 -0.75 0.233
H 1.97 -1.47 0.29 0.177
H -1.25 1.74 -0.42 0.208
N 0.96 0.47 -0.08 -0.302
N -0.32 -0.05 0.43 -0.227
N -3.64 -0.60 -0.18 -0.265
```

Summary:
- energy above the lowest of the compared OMol25 structures with the same formula, charge and spin (kcal per mole) = 104.8
- F_max (eV Å⁻¹) = 6.4
- HOMO (hartree) = -0.3681
- SMILES = C/C=N/N=C/C#N

***

(10)
ORCA calculation (the ωB97M-V functional and the def2-TZVPD basis) on an isolated molecule of C4H5N3.

The geometry in XYZ format:
```
12
Properties=species:S:1:pos:R:3:nbo_charge:R:1
N 2.22 -1.16 1.10 -0.307
C 1.65 -0.61 0.26 0.249
C 0.91 0.15 -0.77 -0.338
C -1.74 -1.48 -0.10 -0.056
N -1.53 -0.31 0.32 -0.390
C -1.09 0.87 0.39 0.174
N 0.12 1.23 -0.23 -0.590
H 1.62 0.54 -1.51 0.249
H 0.25 -0.54 -1.30 0.263
H -1.40 -2.22 0.64 0.154
H -1.66 1.66 0.87 0.204
H 0.66 1.88 0.33 0.388
```

Summary:
- energy above the lowest of the compared OMol25 structures with the same formula, charge and spin (kcal per mole) = 86.8
- F_max (eV Å⁻¹) = 1.1
- HOMO (hartree) = -0.2938

***

(11)
ORCA calculation (the ωB97M-V functional and the def2-TZVPD basis) on an isolated molecule of C4H5N3.

The geometry in XYZ format:
```
12
Properties=species:S:1:pos:R:3:nbo_charge:R:1
N 2.01 -1.41 0.80 -0.289
C 0.92 -1.28 0.42 0.242
C 1.22 1.09 -0.88 -0.019
C -0.49 -1.30 -0.04 -0.367
N -1.37 -0.17 0.18 -0.385
C -0.96 1.02 0.27 0.267
N 0.39 1.45 0.10 -0.629
H 0.62 0.42 -1.53 0.084
H -0.50 -1.56 -1.11 0.254
H -0.93 -2.14 0.50 0.251
H -1.68 1.81 0.48 0.189
H 0.75 2.07 0.82 0.401
```

Summary:
- energy above the lowest of the compared OMol25 structures with the same formula, charge and spin (kcal per mole) = 96.1
- F_max (eV Å⁻¹) = 1.1
- HOMO (hartree) = -0.3299

***

(12)
ORCA calculation (the ωB97M-V functional and the def2-TZVPD basis) on an isolated molecule of C4H5N3.

The geometry in XYZ format:
```
12
Properties=species:S:1:pos:R:3:nbo_charge:R:1
N -0.11 0.32 2.54 -0.334
C -0.58 -0.28 1.66 0.206
C 0.30 0.90 -0.79 0.193
C 1.13 -0.38 -0.55 -0.318
N 0.14 -1.41 -0.43 -0.497
C -0.82 -1.03 0.34 0.087
N -0.92 0.79 -0.50 -0.582
H 0.76 1.85 -1.07 0.198
H 1.83 -0.59 -1.37 0.223
H 1.72 -0.18 0.35 0.212
H -1.82 -1.44 0.21 0.219
H -1.55 1.56 -0.40 0.393
```

Summary:
- energy above the lowest of the compared OMol25 structures with the same formula, charge and spin (kcal per mole) = 80.8
- F_max (eV Å⁻¹) = 1.5
- HOMO (hartree) = -0.3336
- SMILES = [H]/N=C/C/N=C\C#N